A 13-piece molecular cluster, C45H78O39 overall, computed with wB97M-V/def2-TZVPD.

The value obtained for the frontier orbital gap is 9.17 eV. As for the charge: 0.

Geometry as XYZ:
```
162
Properties=species:S:1:pos:R:3:forces:R:3
C 11.9822 -13.9576 25.5974 -0.30 -0.04 -0.76
C 11.9586 -13.4225 24.1472 -0.31 0.14 1.57
C 10.9890 -12.2264 24.0519 -1.40 -2.60 -0.53
O 11.7318 -11.1805 23.6500 2.12 2.31 -0.42
C 13.0076 -11.5704 23.4284 1.11 2.60 0.35
O 13.8833 -10.8055 23.1076 -0.83 -0.65 -0.14
O 13.1941 -12.8177 23.7760 0.26 -1.60 -0.23
H 12.1236 -13.1643 26.3314 0.18 0.19 -0.21
H 12.6855 -14.7609 25.8166 0.00 0.04 -0.32
H 10.9654 -14.3219 25.7447 -0.02 -0.27 0.23
H 11.6329 -14.1644 23.4180 0.59 -0.26 0.09
H 10.5003 -12.0779 25.0148 -0.34 0.31 -0.31
H 10.3660 -12.4311 23.1813 -1.10 -0.05 0.63
C 16.7904 -12.4312 18.3241 -0.28 0.46 0.34
C 18.0069 -13.1488 18.9452 -3.67 1.34 -0.34
C 18.2094 -14.5440 18.4629 -2.05 0.95 -0.46
O 19.5599 -14.5502 18.3932 3.39 -3.08 0.38
C 20.0870 -13.3411 18.4403 4.76 -0.53 -0.53
O 21.2774 -13.0984 18.3573 -1.71 -0.53 0.00
O 19.1602 -12.4824 18.5743 -0.97 3.21 0.05
H 15.8224 -12.8742 18.5582 0.15 -0.25 0.51
H 16.7276 -12.3589 17.2383 0.80 -0.40 -0.15
H 16.7636 -11.3921 18.6522 -0.01 0.05 0.26
H 17.9566 -13.1138 20.0335 -0.16 -0.01 0.13
H 17.8758 -14.6552 17.4312 -0.80 -0.40 0.21
H 17.7263 -15.1783 19.2062 0.46 -0.75 -0.44
C 17.1502 -7.1078 16.0116 -0.95 -0.13 -1.00
C 18.6121 -7.0047 15.7978 0.09 -0.82 1.68
C 19.1105 -5.8081 15.0818 0.24 -0.20 -2.92
O 20.0177 -5.1850 15.9203 0.07 1.46 0.17
C 19.8414 -5.6638 17.1377 2.17 -0.46 3.37
O 20.4242 -5.2932 18.1307 -0.91 0.13 -1.53
O 19.0645 -6.7507 17.1243 0.62 0.12 0.85
H 16.8704 -7.9934 16.5822 -0.02 -0.08 -0.31
H 16.6604 -7.0500 15.0396 -0.46 -0.33 0.09
H 16.8429 -6.2447 16.6022 -0.04 0.14 -0.15
H 19.1466 -7.8992 15.4778 -0.45 -0.24 -0.20
H 18.3000 -5.1736 14.7233 0.07 0.38 0.21
H 19.7273 -6.1190 14.2386 -0.44 0.08 -0.46
C 8.1492 -9.7386 15.0901 1.35 -0.92 0.20
C 9.1582 -10.9251 14.5928 -1.86 2.31 1.17
C 8.6410 -11.4494 13.2590 0.56 0.07 -0.83
O 9.7263 -11.1374 12.3614 1.43 -0.27 0.70
C 10.8386 -10.7897 13.0932 2.71 0.94 -1.54
O 12.0024 -10.7213 12.6404 -4.32 -0.39 1.63
O 10.4855 -10.4207 14.3622 -0.12 -0.86 -1.61
H 7.3060 -10.2258 15.5798 -0.11 0.07 -0.09
H 7.7953 -9.0322 14.3391 0.02 -0.69 -0.70
H 8.5830 -9.0270 15.7926 0.46 -0.55 0.38
H 9.2981 -11.7119 15.3342 -0.42 0.12 0.13
H 7.7649 -10.9416 12.8556 0.03 0.13 0.34
H 8.4423 -12.5204 13.2176 0.22 -0.05 0.19
C 13.9246 -13.3341 12.4953 -1.10 0.03 -0.49
C 13.3182 -13.6159 13.8598 0.31 1.12 -0.21
C 12.7742 -14.9818 14.1137 -1.94 -0.89 -0.87
O 13.4571 -15.4525 15.2419 0.20 -1.50 0.81
C 14.3740 -14.5933 15.6749 1.72 0.68 1.35
O 15.1138 -14.7673 16.6562 -2.33 0.72 -3.10
O 14.3344 -13.5060 14.8397 1.66 -0.50 1.97
H 14.5161 -12.4196 12.4520 0.26 -0.28 0.40
H 13.1138 -13.1121 11.8013 -0.26 -0.08 -0.03
H 14.4208 -14.2074 12.0719 0.41 0.11 0.29
H 12.5800 -12.8764 14.1702 -0.08 0.22 -0.47
H 12.7760 -15.6598 13.2603 1.12 -0.25 -0.03
H 11.7083 -15.0072 14.3404 0.05 0.55 0.33
C 14.5305 -7.2077 23.5244 0.56 -0.39 -0.02
C 15.8642 -6.8970 24.2379 -0.89 0.02 -1.35
C 15.8268 -6.4273 25.6560 0.07 -0.56 0.34
O 16.7934 -7.3038 26.2082 0.46 -0.03 2.41
C 17.1853 -8.3198 25.4182 -0.38 0.88 -0.59
O 17.9671 -9.1630 25.6955 -0.05 -0.23 0.21
O 16.5768 -8.1585 24.2296 -0.25 0.25 0.15
H 14.8436 -7.6303 22.5697 -0.44 0.54 -0.43
H 13.7486 -6.4499 23.4742 0.68 0.62 -0.33
H 13.9728 -8.0419 23.9500 0.52 -0.25 0.72
H 16.5331 -6.1716 23.7748 -0.36 -0.17 -1.03
H 14.8337 -6.4952 26.1002 0.08 -0.52 0.39
H 16.1714 -5.4061 25.8186 0.07 -0.06 -0.26
C 11.7421 -8.2478 21.9223 0.31 -0.05 3.49
O 11.2283 -8.3414 20.6794 -1.75 -0.40 -3.72
C 10.3651 -9.3158 20.3170 0.91 -2.78 2.19
O 10.1580 -10.3733 20.9690 0.30 3.25 -1.72
O 9.8604 -9.0353 19.1215 1.58 1.60 1.10
C 8.8960 -9.8672 18.5948 -0.89 -0.99 -0.28
H 12.2398 -9.1401 22.3019 0.01 -0.11 -0.32
H 10.9367 -8.0076 22.6164 -0.18 -0.19 0.32
H 12.4203 -7.4022 22.0368 0.05 -0.09 -0.85
H 8.6133 -10.5945 19.3559 -0.27 -0.03 -0.21
H 9.3056 -10.3787 17.7238 -0.07 -0.05 0.00
H 8.0673 -9.2219 18.3034 -0.15 -0.26 -0.05
C 13.3529 -6.2980 16.0710 -0.75 -0.97 -0.77
O 12.5386 -6.4027 17.2612 1.46 -0.67 -0.96
C 11.3526 -5.8384 17.3318 0.42 2.88 -2.70
O 10.8621 -5.0700 16.4972 0.41 -1.65 1.16
O 10.9322 -6.1024 18.5133 -2.18 -0.11 3.25
C 9.6188 -5.5957 18.9002 -0.25 -0.47 -1.08
H 12.8460 -6.6614 15.1771 -0.82 0.27 0.05
H 14.0928 -7.0948 16.1472 0.59 0.67 0.60
H 13.6880 -5.2925 15.8166 0.23 -0.07 0.64
H 8.9046 -6.3116 18.4935 -0.18 0.27 -0.34
H 9.4669 -4.5994 18.4848 0.01 -0.17 -0.03
H 9.3812 -5.5982 19.9640 1.19 -0.07 0.14
C 16.6602 -5.9567 19.7527 -0.20 0.49 1.37
O 17.1894 -7.1247 20.3919 -0.26 -0.46 -0.38
C 18.4599 -7.1635 20.8225 2.96 2.71 -1.01
O 19.3520 -6.2828 20.6481 -3.83 -3.14 0.88
O 18.7154 -8.3026 21.4580 -0.46 -0.80 -0.23
C 17.7168 -9.3717 21.6446 0.41 0.71 1.30
H 16.9613 -5.7928 18.7181 0.37 -0.17 0.35
H 16.8828 -5.1457 20.4461 0.46 0.50 -0.63
H 15.5750 -6.0242 19.8294 -0.03 -0.53 -0.34
H 17.4211 -9.9802 20.7900 0.43 0.52 -0.40
H 16.8479 -8.9887 22.1798 -0.01 0.15 -0.51
H 18.1973 -9.9857 22.4063 0.14 -0.22 -0.31
C 14.4711 -9.1360 19.9372 -1.63 -0.22 -0.67
O 14.9722 -9.1893 18.5762 0.83 0.15 0.43
C 14.3172 -9.6869 17.5051 1.82 0.95 2.79
O 14.7892 -9.6715 16.4395 2.07 0.47 -3.64
O 13.2078 -10.1984 17.7907 -5.19 -2.63 0.55
C 12.5720 -11.0256 16.7436 0.58 -1.04 0.00
H 13.5494 -8.5562 19.8885 0.29 0.70 0.30
H 15.2313 -8.7481 20.6152 0.01 0.17 -0.63
H 14.0751 -10.0649 20.3475 0.59 -0.66 -0.40
H 13.0989 -11.9735 16.6345 0.95 0.26 0.08
H 12.5290 -10.6013 15.7405 0.04 0.59 0.50
H 11.6202 -11.4746 17.0276 -0.37 1.23 0.69
C 15.3092 -4.2310 12.3393 -0.84 0.62 0.10
O 15.6561 -5.5686 12.7041 1.44 1.07 -0.29
C 14.7998 -6.5263 12.4246 -2.10 1.26 -0.90
O 13.8308 -6.4117 11.7194 -0.29 0.27 -0.65
O 15.0852 -7.5554 13.1186 0.55 -2.78 2.16
C 14.2081 -8.7157 13.0660 0.42 -0.69 -1.16
H 16.1908 -3.5916 12.2927 0.13 -0.45 0.41
H 14.5977 -3.8895 13.0911 0.24 0.32 0.20
H 14.7760 -4.0636 11.4034 0.16 -0.90 -0.26
H 14.6198 -9.3528 12.2833 -0.10 0.00 -0.21
H 13.1783 -8.5101 12.7738 0.26 0.49 0.30
H 14.2715 -9.3377 13.9588 0.16 0.83 0.40
C 8.8123 -13.5018 19.0963 -0.60 -0.31 -0.15
O 9.6171 -13.1703 17.9372 0.65 -1.60 -1.41
C 10.0278 -14.1744 17.0599 1.92 0.70 -0.44
O 10.5727 -13.9295 15.9636 -2.12 -0.35 3.09
O 9.9671 -15.3885 17.6418 -1.22 1.25 0.60
C 10.3214 -16.5917 16.9630 1.21 1.06 -0.84
H 8.5320 -14.5550 19.0807 -0.22 0.25 -0.16
H 7.9500 -12.8383 19.0308 -0.10 -0.26 -0.01
H 9.2606 -13.3259 20.0742 0.79 0.32 -0.42
H 9.4484 -17.1165 16.5750 0.10 0.03 0.29
H 10.9540 -17.1433 17.6585 -0.44 -0.27 -0.09
H 10.9667 -16.2230 16.1656 0.00 -0.70 -0.40
C 12.4621 -15.3084 19.6289 -1.27 0.69 -1.38
O 13.6962 -15.1300 20.2878 -1.69 -4.19 -0.51
C 14.0664 -13.9683 20.5908 1.51 4.48 0.58
O 13.5463 -12.9244 20.2131 0.55 -0.84 0.80
O 15.1802 -14.1062 21.3417 -1.51 -1.65 -1.34
C 15.8624 -13.0635 21.9340 0.11 0.60 1.35
H 11.6567 -14.6300 19.9103 0.32 0.25 0.88
H 12.0476 -16.3133 19.7096 0.78 -0.11 0.36
H 12.5298 -15.0490 18.5724 0.59 -0.29 -0.21
H 15.4933 -12.9772 22.9559 -0.09 0.39 -0.02
H 15.7030 -12.1177 21.4161 0.50 -0.03 -0.07
H 16.8646 -13.4736 22.0590 0.31 0.76 -0.46
```
Forces are in eV/Å.

The molecule C10H12N2, computed with wB97M-V/def2-TZVPD.

The value obtained for the frontier orbital gap is 9.29 eV. As for the charge: 0.

Geometry as XYZ:
```
24
Properties=species:S:1:pos:R:3:forces:R:3
C -3.2527 -0.7436 0.1052 -0.57 -2.59 0.06
C -3.2306 0.5963 -0.0585 -0.36 1.50 0.19
C -2.0610 -1.5068 0.0137 -0.72 0.33 -0.48
C -2.0457 1.3216 -0.1443 -0.09 0.79 -0.01
C -0.8685 -0.8535 -0.1453 -1.44 1.87 -1.14
C -0.8650 0.6067 -0.1898 1.92 -1.09 1.06
C 0.4604 -1.4392 -0.3336 2.88 0.90 2.96
C 1.3877 -0.1580 -0.6795 -2.26 -2.18 -0.74
C 0.6126 0.9637 -0.0921 -0.32 0.67 -0.09
C 1.3162 1.9729 0.4022 -0.69 0.94 0.30
N 2.7556 -0.3808 -0.5030 2.62 0.13 -0.17
N 3.3458 -0.4515 0.7912 -1.44 2.20 1.05
H -4.2081 -1.3044 0.2750 0.90 0.73 -0.35
H -4.1167 1.2183 -0.0917 -0.32 -0.43 0.19
H -2.1017 -2.5859 -0.1037 -0.08 0.05 0.47
H -2.2349 2.4310 -0.1411 1.12 -1.18 -0.16
H 0.7572 -1.7443 0.7907 -0.19 0.31 -2.31
H 0.6895 -2.2870 -0.9702 -0.57 -0.04 -0.14
H 1.3615 0.0079 -1.7507 -0.57 -0.19 -0.54
H 0.8490 2.8718 0.8063 0.20 -0.21 0.01
H 2.4076 1.9301 0.3733 -0.39 0.23 -0.03
H 2.8258 -1.1431 1.2472 -0.36 -2.25 0.84
H 3.3421 0.3391 -0.9063 -0.43 -0.12 -0.82
H 2.8738 0.3388 1.3049 1.17 -0.34 -0.13
```
Forces are in eV/Å.

C29H53AlIN2O2 as an isolated structure, computed with wB97M-V/def2-TZVPD.

The value obtained for the frontier orbital gap (alpha / beta) is 6.22 / 5.44 eV. As for the charge: -1. As for the expectation value of S²: 2.008. As for the multiplicity: 3.

Geometry as XYZ:
```
88
Properties=species:S:1:pos:R:3:forces:R:3
C -4.6883 9.2167 0.0289 0.06 -0.37 -0.34
C -6.2564 9.0532 -0.0250 0.71 -0.57 -0.29
C -6.7694 7.6438 0.4974 -0.32 1.34 0.77
I -6.8325 6.1202 -1.0679 -0.01 0.42 0.14
Al -5.7351 6.9318 2.1242 0.31 0.22 0.04
C -3.8317 6.2970 1.7234 0.55 -1.00 0.03
C -3.7153 4.8959 1.0473 0.76 0.05 -0.58
C -4.5864 3.7966 1.4570 1.93 -0.32 -1.65
C -4.4257 2.4881 0.8267 1.24 1.92 -0.49
C -3.3977 2.2956 -0.2085 -0.60 1.73 1.39
C -2.5153 3.4119 -0.5996 -1.25 -0.49 0.81
C -1.4208 3.0881 -1.6785 -0.47 0.62 1.29
C -2.6722 4.7269 0.0150 -1.54 -2.64 0.36
H -4.2249 8.3343 -0.4865 -0.33 0.73 0.37
H -4.3343 10.1383 -0.5185 -0.46 -0.79 0.60
H -4.2805 9.2255 1.0760 -0.56 0.08 -0.92
H -6.6903 9.8639 0.6218 0.06 -0.78 -0.71
H -6.5562 9.1510 -1.1064 0.03 0.37 1.05
H -7.8408 7.8038 0.8191 0.95 -0.45 -0.59
H -5.5847 8.1985 3.1265 -0.01 0.27 0.03
H -6.5441 5.8039 2.9305 -0.21 -0.23 -0.07
H -3.2371 7.0582 1.1494 -0.44 -0.78 0.42
H -3.3119 6.2036 2.7286 -0.60 0.17 -0.86
H -5.3288 4.0129 2.2577 0.59 -0.37 -0.84
H -5.1094 1.6757 1.1651 0.76 0.55 -0.52
H -3.2832 1.2804 -0.6616 0.03 1.06 0.34
H -0.9632 2.0968 -1.3997 -0.38 0.98 -0.60
H -1.8887 3.0687 -2.6938 0.59 -0.07 0.76
H -0.6467 3.9034 -1.5992 -0.61 -0.92 -0.41
H -2.0036 5.5627 -0.3101 -0.78 -0.75 0.51
C -2.3692 -4.7177 -2.1725 -0.07 -0.24 0.21
C -1.7273 -3.3102 -2.1504 -0.64 -1.44 -1.23
C -0.2003 -3.4648 -2.2224 0.26 0.19 0.33
C 0.3954 -4.0147 -0.9278 0.01 -0.07 0.02
C -0.0345 -3.1807 0.2754 0.27 0.12 -0.50
C -1.5500 -2.9282 0.3617 -0.53 -1.13 1.86
N -2.1537 -2.5360 -0.9442 2.48 2.31 -0.46
O -1.8472 -1.2620 -1.1543 -1.00 -0.97 0.12
C -2.2744 -4.1825 0.8984 0.04 -0.38 -0.11
C -1.7931 -1.8719 1.4599 -0.04 0.54 -0.50
C -2.2583 -2.6564 -3.4407 0.07 0.60 0.18
H -2.3685 -5.1243 -3.1870 0.06 0.24 0.00
H -1.8370 -5.4538 -1.5735 -0.05 0.07 0.12
H -3.4103 -4.6861 -1.8418 0.08 0.05 0.03
H 0.2677 -2.4994 -2.4444 -0.18 0.05 0.06
H 0.0683 -4.1285 -3.0500 -0.23 0.03 -0.03
H 0.1089 -5.0607 -0.7801 -0.07 0.01 -0.05
H 1.4870 -4.0116 -1.0000 -0.04 0.02 0.02
H 0.3143 -3.6690 1.1909 -0.24 0.07 0.05
H 0.4948 -2.2220 0.2248 -0.20 0.07 -0.02
H -3.3585 -4.0469 0.8689 0.08 0.04 -0.07
H -2.0009 -4.3738 1.9391 0.07 0.20 -0.07
H -2.0302 -5.0967 0.3614 -0.04 0.05 -0.08
H -1.2159 -0.9611 1.2961 -0.15 -0.02 -0.17
H -1.4941 -2.2562 2.4379 0.01 -0.24 -0.19
H -2.8497 -1.5997 1.5203 0.06 0.00 -0.07
H -3.3501 -2.6119 -3.4274 0.05 0.03 0.06
H -1.9619 -3.2407 -4.3159 0.04 -0.15 0.24
H -1.8789 -1.6473 -3.6006 -0.04 -0.01 0.23
C 7.7663 -3.2238 -0.1988 0.12 -0.14 0.28
C 6.4416 -2.5870 -0.6817 1.93 -0.30 -0.52
C 6.4330 -1.1046 -0.2783 -0.36 0.18 0.26
C 6.2543 -0.9073 1.2265 0.04 -0.07 0.02
C 5.0173 -1.6409 1.7378 0.06 0.42 -0.41
C 4.9326 -3.1147 1.3021 0.26 -1.04 1.96
N 5.2560 -3.3195 -0.1397 -2.16 2.58 -0.87
O 4.1936 -2.9429 -0.8427 0.91 -1.06 0.34
C 5.8765 -3.9848 2.1610 0.37 0.05 0.09
C 3.5280 -3.6353 1.6648 -0.29 0.09 -0.67
C 6.5196 -2.7222 -2.2146 -0.63 0.03 -0.11
H 8.5897 -2.9464 -0.8616 -0.22 0.06 -0.09
H 8.0779 -2.8951 0.7903 -0.11 -0.08 0.05
H 7.7082 -4.3150 -0.2012 -0.06 0.07 0.03
H 5.6301 -0.5743 -0.8022 -0.05 -0.19 -0.02
H 7.3660 -0.6277 -0.5935 0.01 -0.22 -0.10
H 7.1413 -1.2441 1.7713 0.01 -0.03 -0.06
H 6.1583 0.1598 1.4437 0.00 -0.06 0.00
H 4.9863 -1.5740 2.8294 -0.06 -0.23 -0.06
H 4.1340 -1.1012 1.3781 -0.02 -0.19 -0.09
H 5.8972 -5.0141 1.7938 -0.01 0.09 -0.06
H 5.5364 -4.0190 3.1990 -0.15 0.09 -0.14
H 6.8993 -3.6170 2.2028 -0.01 -0.02 -0.10
H 2.7341 -3.0169 1.2441 0.13 -0.07 -0.15
H 3.3786 -3.6329 2.7469 0.30 0.07 -0.05
H 3.3835 -4.6612 1.3153 0.04 0.06 -0.04
H 6.6015 -3.7730 -2.5037 -0.04 0.03 0.05
H 7.4011 -2.2037 -2.6002 0.01 -0.03 0.29
H 5.6599 -2.2939 -2.7296 -0.08 -0.09 0.18
```
Forces are in eV/Å.

C5H9O4S as an isolated structure, computed with wB97M-V/def2-TZVPD.

The value obtained for the frontier orbital gap is 8.56 eV. As for the charge: -1.

Geometry as XYZ:
```
19
Properties=species:S:1:pos:R:3:forces:R:3
C -0.6820 -1.7984 0.6594 1.96 -0.71 -1.33
C -0.1173 -0.4304 0.2845 3.60 -2.11 2.14
C -1.6883 -2.4028 -0.2494 -1.80 0.17 -0.14
C 1.4651 1.5825 0.9185 -2.61 0.78 2.44
C 1.6548 0.0824 0.7653 -3.76 -0.70 0.18
O 2.0783 0.4752 -1.8191 0.20 -0.85 1.51
O 3.9810 0.3448 -0.3495 0.35 -0.51 0.58
O 2.5850 -1.6645 -0.7756 0.54 -2.41 -0.18
O -1.0949 -0.6661 1.2894 -0.36 2.08 1.71
S 2.6940 -0.2531 -0.6652 -1.28 2.96 -1.74
H -0.0797 -2.5723 1.2198 -0.31 1.25 -0.34
H -0.4491 0.0873 -0.5901 -0.05 0.27 -0.48
H -2.2420 -1.4520 -0.6872 0.70 -2.38 0.50
H -2.4203 -3.1025 0.3704 1.25 1.43 -1.46
H -1.1392 -2.9943 -1.0230 -0.80 0.44 0.40
H 2.4116 2.0981 0.7940 -0.20 0.39 -0.42
H 1.0358 1.8783 1.9899 1.18 -0.84 -1.72
H 0.5452 1.9287 0.3187 2.09 -0.21 0.14
H 2.0129 -0.4942 1.7091 -0.71 0.96 -1.78
```
Forces are in eV/Å.

What is the charge in the first record?
0

charge of number 1 (C45H78O39)?
0